Record 1
A 10-piece molecular cluster, C24H44F2N2O32S6 overall at a distorted geometry, computed with ωB97M-V/def2-TZVPD.

Properties
HOMO-LUMO gap, Ha: 0.320
SMILES: O=C1OC[C@@H](F)O1.O=C1OC[C@@H](F)O1.O=S1(=O)OCCO1.O=S1(=O)OCCO1.O=S1(=O)OCCO1.O=S1(=O)OCCO1.O=S1(=O)OCCO1.O=S1(=O)OCCO1.CNC(C)=O.CNC(C)=O
LUMO, hartree: -0.003
E_HOMO, eV: -8.7810
Energy above the lowest of the compared OMol25 structures with the same formula, charge and spin, kJ/mol: 0.00
Electronic energy, eV: -164542.2290

```
! wB97M-V def2-TZVPD RIJCOSX def2/J DEFGRID3
* xyz 0 1
C -3.16 4.15 22.11
C -2.77 5.14 23.16
O -3.65 5.65 23.83
N -1.49 5.40 23.40
C -0.92 6.25 24.43
H -3.11 3.13 22.49
H -2.54 4.25 21.21
H -4.14 4.43 21.74
H -0.81 4.90 22.85
H -0.01 6.75 24.11
H -0.66 5.72 25.35
H -1.64 7.01 24.72
C -2.84 4.78 27.52
C -2.30 3.39 27.76
O -1.42 2.96 27.03
N -2.82 2.56 28.70
C -3.98 2.72 29.59
H -3.17 4.80 26.48
H -2.01 5.49 27.60
H -3.70 5.04 28.13
H -2.41 1.64 28.69
H -4.77 2.00 29.34
H -4.46 3.70 29.60
H -3.69 2.56 30.63
C -8.41 3.30 27.75
C -8.27 3.46 29.28
O -8.73 4.78 29.46
C -8.83 5.40 28.30
O -9.20 6.55 28.19
O -8.78 4.55 27.28
F -6.97 3.46 29.66
H -9.09 2.52 27.40
H -7.44 2.97 27.35
H -8.73 2.69 29.89
C -4.09 0.83 25.30
C -5.61 0.56 25.31
O -6.15 1.78 25.78
C -5.28 2.76 25.43
O -5.53 3.94 25.41
O -4.20 2.21 24.87
F -6.02 -0.38 26.17
H -3.49 0.25 24.60
H -3.60 0.67 26.27
H -5.97 0.40 24.29
C -7.04 -1.49 28.97
C -8.04 -2.59 28.60
O -9.30 -1.91 28.75
S -9.23 -0.37 28.23
O -9.98 0.53 29.06
O -9.48 -0.38 26.82
O -7.60 -0.28 28.48
H -6.09 -1.63 28.45
H -6.86 -1.53 30.04
H -7.97 -3.44 29.28
H -7.82 -3.04 27.63
C -2.94 -2.81 23.41
C -3.97 -3.10 22.31
O -4.26 -1.85 21.70
S -3.13 -0.73 21.90
O -3.72 0.53 22.33
O -2.24 -0.82 20.75
O -2.44 -1.50 23.20
H -2.03 -3.39 23.31
H -3.36 -2.79 24.42
H -4.88 -3.62 22.59
H -3.53 -3.56 21.42
C -0.90 -0.52 30.76
C -1.17 -2.03 30.60
O -2.57 -2.15 30.42
S -3.23 -0.70 29.94
O -4.54 -0.54 30.44
O -3.01 -0.49 28.55
O -2.17 0.10 30.81
H -0.43 -0.11 29.87
H -0.22 -0.29 31.58
H -0.93 -2.71 31.41
H -0.73 -2.39 29.67
C 0.52 -3.31 25.34
C 1.69 -2.35 25.40
O 1.07 -1.09 25.46
S -0.20 -1.16 26.48
O -1.27 -0.32 26.06
O 0.22 -1.04 27.85
O -0.51 -2.73 26.10
H 0.76 -4.28 25.79
H 0.26 -3.42 24.28
H 2.35 -2.44 24.54
H 2.21 -2.47 26.35
C -9.86 -3.36 23.04
C -10.08 -3.00 24.56
O -8.85 -3.01 25.27
S -7.67 -3.47 24.27
O -7.51 -4.90 24.36
O -6.53 -2.60 24.40
O -8.49 -3.06 22.92
H -10.37 -2.71 22.33
H -10.00 -4.40 22.75
H -10.77 -3.68 25.06
H -10.55 -2.01 24.62
C -6.99 5.22 23.28
C -8.06 4.37 23.99
O -8.08 3.09 23.35
S -7.15 3.07 21.94
O -7.94 2.66 20.81
O -5.86 2.47 22.18
O -7.01 4.70 21.96
H -6.00 5.05 23.71
H -7.23 6.28 23.31
H -9.05 4.78 23.76
H -7.91 4.30 25.06
*
```



Record 2
A 2-piece molecular cluster, C24H44FN5O7PS overall at a distorted geometry, computed with ωB97M-V/def2-TZVPD.

Properties
HOMO-LUMO gap, Ha: 0.343
LUMO, hartree: -0.089
E_HOMO, eV: -11.7457
Electronic energy, eV: -70217.1381

```
! wB97M-V def2-TZVPD RIJCOSX def2/J DEFGRID3
* xyz 1 1
C 0.07 -1.08 5.83
C -0.10 -2.07 4.64
O 0.35 -3.19 4.79
N -0.80 -1.81 3.38
C -2.05 -1.06 3.53
C -2.21 0.40 4.06
O -3.07 -1.65 3.24
C 0.11 -1.19 2.38
O 0.69 -0.04 2.99
C 2.00 0.31 2.63
F 2.56 0.88 3.81
C 2.15 1.42 1.53
C 0.83 1.87 0.81
N 0.24 0.86 -0.10
N 1.24 3.02 -0.08
N -0.18 2.48 1.73
C 2.98 -0.88 2.27
N 2.46 -2.27 2.53
C 3.47 -3.22 1.97
C 3.13 -4.73 2.13
C 3.99 -5.51 3.04
C 3.79 -6.96 3.23
C 2.73 -7.68 2.53
C 1.85 -6.91 1.63
C 0.70 -7.63 0.82
C 2.07 -5.47 1.45
C 1.10 -2.34 1.92
S 1.10 -2.30 0.05
H -0.80 -1.04 6.54
H 0.19 -0.02 5.45
H 1.01 -1.28 6.41
H -2.08 0.43 5.18
H -3.24 0.80 3.87
H -1.46 1.12 3.66
H -0.56 -0.98 1.50
H 2.58 2.35 2.00
H 2.88 1.16 0.71
H 0.48 1.04 -1.08
H -0.77 0.78 0.00
H 0.50 3.17 -0.79
H 2.01 2.62 -0.63
H -1.04 1.93 1.74
H -0.39 3.41 1.37
H 3.92 -0.77 2.88
H 3.34 -0.87 1.20
H 2.36 -2.37 3.55
H 3.73 -3.03 0.90
H 4.43 -3.04 2.54
H 4.84 -5.06 3.59
H 4.50 -7.51 3.91
H 2.63 -8.78 2.68
H 0.22 -6.85 0.15
H -0.04 -8.13 1.48
H 1.19 -8.36 0.12
H 1.38 -4.96 0.74
H 0.64 -3.32 2.21
H 1.92 -3.31 -0.39
O -3.04 5.50 -4.01
P -2.14 4.54 -4.76
O -3.19 3.27 -4.91
C -4.56 3.47 -5.25
C -4.78 3.30 -6.74
O -1.27 4.01 -3.46
C -1.12 4.82 -2.30
C -2.12 4.40 -1.24
O -1.02 3.70 -5.68
C -1.22 3.58 -7.09
C -1.38 4.92 -7.78
H -4.93 4.44 -4.93
H -5.14 2.71 -4.71
H -4.24 4.06 -7.30
H -5.84 3.38 -6.98
H -4.42 2.32 -7.08
H -1.21 5.88 -2.54
H -0.10 4.66 -1.93
H -3.14 4.42 -1.62
H -2.05 5.05 -0.37
H -1.93 3.37 -0.92
H -2.08 2.93 -7.28
H -0.35 3.07 -7.49
H -2.24 5.48 -7.37
H -1.54 4.78 -8.85
H -0.49 5.53 -7.62
*
```